Below is C21H21N5O4S2 in the gas phase, with properties calculated with wB97M-V/def2-TZVPD.

Geometry as ORCA input:
```
! RIJCOSX wB97M-V def2-TZVPD def2/J DEFGRID3
* xyz 0 1
C -0.035 -3.063 3.431
H 0.667 -3.712 3.953
O 0.108 -3.372 2.065
C -0.685 -2.724 1.167
C -1.602 -1.732 1.501
C -2.339 -1.111 0.505
C -2.195 -1.491 -0.840
C -1.272 -2.474 -1.160
C -0.522 -3.081 -0.169
H 0.198 -3.845 -0.415
H -1.126 -2.771 -2.185
O -2.992 -0.832 -1.736
C -2.567 -0.784 -3.079
H -2.656 -1.760 -3.566
H -1.538 -0.422 -3.142
H -3.230 -0.075 -3.571
N -3.190 -0.023 0.742
C -3.203 0.787 1.827
O -2.707 0.520 2.903
C -3.846 2.134 1.552
H -4.343 2.517 2.441
H -4.522 2.121 0.699
S -2.494 3.343 1.207
C -1.354 2.259 0.435
N -1.419 1.802 -0.785
N -0.418 0.933 -0.943
C 0.250 0.865 0.182
N -0.295 1.707 1.100
C 0.085 1.948 2.465
H 1.145 1.738 2.603
H -0.513 1.319 3.129
H -0.112 2.992 2.705
C 1.430 -0.012 0.411
N 2.662 0.636 0.004
C 3.478 1.198 0.937
O 3.267 1.242 2.123
S 4.922 1.867 0.134
C 4.312 1.380 -1.435
C 4.899 1.569 -2.673
C 4.225 1.113 -3.793
C 2.987 0.494 -3.675
C 2.397 0.302 -2.438
C 3.074 0.743 -1.312
H 1.422 -0.150 -2.347
H 2.473 0.159 -4.562
H 4.665 1.250 -4.768
H 5.854 2.060 -2.752
H 1.302 -0.932 -0.165
H 1.522 -0.256 1.472
H -3.589 0.320 -0.125
H -1.745 -1.414 2.519
H 0.218 -2.018 3.638
H -1.050 -3.266 3.785
*
```

Calculated values
structure (SMILES) = COc1ccc(OC)c(NC(=O)CSc2nnc(Cn3c(=O)sc4ccccc43)n2C)c1
HOMO-LUMO gap = 8.5 eV
LUMO = 0.023 Eh
relative energy (zero: lowest compared OMol25 entry of this formula, charge and spin) = 0.045 eV


Below is a molecular structure, C49H54BrHfN4O3PSTe, with properties calculated with wB97M-V/def2-TZVPD.

Geometry as ORCA input:
```
! RIJCOSX wB97M-V def2-TZVPD def2/J DEFGRID3
* xyz -1 2
Hf 0.139 0.204 0.232
O -1.079 1.750 0.775
N -0.788 2.784 1.555
C -1.715 3.763 1.599
C -1.535 4.860 2.389
C -0.365 4.952 3.154
C 0.565 3.950 3.086
C 0.372 2.820 2.266
S 1.472 1.517 2.171
H -2.578 3.580 0.974
H -2.299 5.623 2.420
H -0.199 5.808 3.796
H 1.479 3.983 3.661
Br -1.073 0.279 4.158
C -1.730 -1.015 2.943
C -2.511 -2.022 3.493
C -3.056 -2.955 2.641
C -2.839 -2.800 1.283
C -2.060 -1.759 0.832
N -1.446 -0.879 1.658
C -1.881 -1.620 -0.661
O -2.515 -2.313 -1.415
O -1.071 -0.661 -1.064
H -2.678 -2.053 4.558
H -3.654 -3.768 3.029
H -3.259 -3.464 0.541
C 4.108 -2.898 -2.402
C 3.188 -2.453 -1.266
C 3.961 -1.426 -0.424
P 1.521 -1.673 -1.610
C 0.483 -2.871 -2.612
C -0.332 -2.164 -3.703
C 1.158 -4.119 -3.174
C 2.009 -0.360 -2.783
C 2.529 -0.666 -4.042
C 2.996 0.295 -4.921
C 3.561 -0.075 -6.269
C 2.951 1.617 -4.488
C 2.440 1.954 -3.250
C 1.929 0.985 -2.365
N 1.398 1.347 -1.119
C 1.527 2.745 -0.795
C 0.515 3.660 -1.140
C -0.624 3.246 -2.027
C 0.603 4.975 -0.692
C 1.694 5.431 0.037
C 1.748 6.857 0.521
C 2.738 4.547 0.263
C 2.677 3.222 -0.154
C 3.869 2.327 0.051
H 5.025 -3.302 -1.964
H 4.385 -2.047 -3.023
H 3.678 -3.671 -3.034
H 2.952 -3.319 -0.635
H 4.276 -0.598 -1.064
H 4.855 -1.881 0.012
H 3.360 -1.019 0.387
H -0.234 -3.216 -1.862
H 0.295 -1.897 -4.553
H -0.811 -1.263 -3.325
H -1.130 -2.829 -4.040
H 1.806 -3.887 -4.020
H 0.380 -4.797 -3.536
H 1.740 -4.654 -2.421
H 2.567 -1.706 -4.347
H 3.252 -1.081 -6.557
H 4.654 -0.050 -6.259
H 3.223 0.620 -7.040
H 3.319 2.406 -5.136
H 2.425 2.995 -2.953
H -1.162 2.384 -1.637
H -0.247 2.953 -3.012
H -1.340 4.058 -2.161
H -0.202 5.663 -0.935
H 1.694 7.554 -0.317
H 2.672 7.049 1.068
H 0.906 7.071 1.184
H 3.626 4.892 0.786
H 4.396 2.586 0.970
H 4.559 2.425 -0.792
H 3.558 1.287 0.109
N 1.128 -1.374 1.398
C 1.733 -2.064 2.143
C 2.458 -2.860 2.997
C 2.631 -2.487 4.371
C 3.368 -3.286 5.208
C 3.965 -4.472 4.751
C 3.812 -4.838 3.406
C 3.080 -4.068 2.536
H 2.180 -1.570 4.727
H 3.494 -2.990 6.244
H 4.537 -5.093 5.427
H 4.282 -5.743 3.041
H 2.969 -4.356 1.499
C -5.299 5.791 -5.589
C -4.967 4.632 -4.681
C -5.262 4.663 -3.327
C -4.932 3.607 -2.477
C -5.274 3.728 -1.016
C -4.275 2.467 -2.976
Te -3.583 0.904 -1.712
C -4.017 2.414 -4.363
C -3.352 1.218 -4.991
C -4.359 3.487 -5.180
H -5.569 6.675 -5.010
H -6.137 5.550 -6.249
H -4.446 6.043 -6.223
H -5.758 5.538 -2.915
H -5.991 4.536 -0.846
H -4.373 3.935 -0.430
H -5.686 2.790 -0.643
H -2.295 1.170 -4.713
H -3.423 1.269 -6.081
H -3.811 0.293 -4.640
H -4.138 3.426 -6.243
*
```

Calculated values
HOMO-LUMO gap (alpha / beta) = 4.6 / 4.6 eV
LUMO (alpha / beta) = 0.063 / 0.062 Eh
relative energy (zero: lowest compared OMol25 entry of this formula, charge and spin) = 0.018 eV


Below is a molecular structure, C40H56BN10O5P2S2Sn, with properties calculated with wB97M-V/def2-TZVPD.

Geometry as ORCA input:
```
! RIJCOSX wB97M-V def2-TZVPD def2/J DEFGRID3
* xyz -1 1
Sn 12.379 13.923 12.521
B 16.043 13.802 12.439
N 15.411 14.056 13.865
C 16.019 14.293 15.068
C 15.097 14.199 16.080
C 13.891 13.927 15.399
N 14.110 13.838 14.101
N 15.089 14.359 11.314
C 15.554 15.002 10.214
C 14.598 14.916 9.230
C 13.600 14.118 9.771
N 13.925 13.752 10.995
H 16.109 12.594 12.347
H 17.105 14.408 12.440
H 17.055 14.581 15.120
H 15.232 14.252 17.126
H 12.850 13.786 15.751
H 16.509 15.550 10.222
H 14.529 15.449 8.270
H 12.563 14.049 9.418
O 10.874 12.067 15.886
C 11.191 11.639 14.775
O 11.304 12.310 13.686
C 11.398 10.079 14.659
C 10.669 9.331 15.575
C 10.828 7.939 15.569
C 11.724 7.362 14.683
C 12.475 8.136 13.784
C 12.352 9.534 13.845
P 13.464 10.606 12.799
C 15.014 10.005 13.555
C 15.873 9.068 12.934
C 17.021 8.589 13.637
C 17.279 9.117 14.927
C 16.454 10.100 15.464
C 15.382 10.595 14.770
C 13.351 9.890 11.112
C 14.266 10.397 10.190
C 14.119 10.129 8.874
C 12.974 9.419 8.406
C 12.110 8.840 9.308
C 12.296 9.063 10.687
H 10.025 9.777 16.365
H 10.253 7.338 16.262
H 11.896 6.314 14.686
H 13.305 7.688 13.259
H 15.621 8.728 11.947
H 17.634 7.834 13.158
H 18.122 8.744 15.501
H 16.597 10.523 16.485
H 14.786 11.397 15.212
H 15.060 11.054 10.606
H 14.836 10.442 8.177
H 12.883 9.305 7.334
H 11.268 8.230 9.005
H 11.621 8.582 11.413
N 8.771 16.689 12.874
C 7.493 16.302 13.434
C 7.533 15.993 14.922
C 8.295 14.661 15.229
N 9.678 14.898 15.167
C 7.708 13.529 14.460
C 7.617 13.766 12.975
N 8.965 13.784 12.361
C 6.923 15.086 12.607
H 9.417 17.201 13.525
H 8.629 17.314 12.041
H 9.243 15.844 12.590
H 6.838 17.152 13.186
H 6.520 15.864 15.247
H 7.990 16.775 15.520
H 8.079 14.423 16.294
H 9.972 14.801 14.205
H 10.113 14.191 15.729
H 6.736 13.345 14.885
H 8.303 12.642 14.601
H 7.004 12.973 12.502
H 8.929 13.837 11.377
H 9.587 13.074 12.697
H 5.871 15.047 12.793
H 7.119 15.198 11.504
C 12.159 17.499 14.173
O 10.893 17.497 14.802
H 12.860 16.800 14.647
H 12.562 18.496 14.272
H 12.073 17.257 13.100
H 10.711 16.625 15.226
N 11.293 12.634 10.793
C 10.435 11.899 10.486
N 9.484 11.132 10.127
C 9.275 10.679 8.910
N 8.902 10.315 7.873
C 7.691 15.284 8.367
C 9.202 15.346 8.601
C 9.949 14.285 7.794
O 9.680 16.633 8.171
P 10.103 17.717 9.272
S 8.427 18.463 10.148
S 11.412 16.879 10.522
O 10.654 18.857 8.357
C 11.692 18.991 7.315
C 11.058 18.700 5.988
C 12.885 18.130 7.579
H 7.466 14.253 8.655
H 7.379 15.363 7.358
H 7.108 15.984 8.982
H 9.342 15.206 9.679
H 9.914 14.578 6.711
H 9.508 13.281 7.881
H 11.034 14.197 8.070
H 11.950 20.046 7.447
H 10.635 17.709 5.967
H 11.727 18.832 5.148
H 10.185 19.357 5.809
H 12.688 17.037 7.508
H 13.201 18.313 8.591
H 13.701 18.374 6.868
*
```

Calculated values
HOMO-LUMO gap = 7.6 eV
LUMO = 0.086 Eh
relative energy (zero: lowest compared OMol25 entry of this formula, charge and spin) = 0.847 eV


Below is C5H6O3 in the gas phase, with properties calculated with wB97M-V/def2-TZVPD.

Geometry as ORCA input:
```
! RIJCOSX wB97M-V def2-TZVPD def2/J DEFGRID3
* xyz 0 1
C -1.318 0.195 -1.035
C -1.291 -0.236 1.049
C -0.227 0.043 -0.028
C 1.918 0.682 0.100
C 1.959 -0.604 -0.076
H -1.447 -0.610 -1.724
H -1.376 1.233 -1.403
H -1.265 -1.336 1.200
H -1.255 0.341 1.980
H 2.668 1.418 0.232
H 2.691 -1.299 -0.332
O -2.306 0.097 0.027
O 0.605 1.143 0.166
O 0.645 -1.067 -0.156
*
```

Calculated values
structure (SMILES) = C1=COC2(COC2)O1
HOMO-LUMO gap = 9.5 eV
LUMO = 0.036 Eh
relative energy (zero: lowest compared OMol25 entry of this formula, charge and spin) = 2.619 eV


Below is a molecular structure, C4H8N2, with properties calculated with wB97M-V/def2-TZVPD.

Geometry as ORCA input:
```
! RIJCOSX wB97M-V def2-TZVPD def2/J DEFGRID3
* xyz 0 1
C -0.847 1.282 -0.638
N 0.637 1.465 -0.560
C 0.734 0.276 -1.339
C -0.579 0.091 -1.529
C 0.454 -1.638 1.432
N 0.268 -0.490 1.946
H -1.359 2.139 -1.095
H -1.290 1.049 0.340
H 0.989 1.354 0.393
H 1.662 -0.199 -1.661
H -1.194 -0.547 -2.151
H 1.354 -1.811 0.838
H -0.221 -2.494 1.549
H -0.607 -0.477 2.474
*
```

Calculated values
HOMO-LUMO gap = 9.5 eV
LUMO = 0.040 Eh
relative energy (zero: lowest compared OMol25 entry of this formula, charge and spin) = 2.773 eV


Below is a molecular structure, C35H41AsGeN2PtSSi, with properties calculated with wB97M-V/def2-TZVPD.

Geometry as ORCA input:
```
! RIJCOSX wB97M-V def2-TZVPD def2/J DEFGRID3
* xyz 1 2
Pt 0.532 -0.368 -0.635
C 4.362 -3.317 2.890
C 4.928 -3.285 1.625
C 4.480 -2.361 0.687
C 3.464 -1.458 1.003
C 2.915 -1.497 2.291
C 3.359 -2.414 3.228
Si 2.874 -0.212 -0.244
C 3.314 1.486 0.402
C 4.613 1.962 0.192
C 5.017 3.185 0.709
C 4.133 3.952 1.455
C 2.842 3.494 1.682
C 2.441 2.274 1.152
H 4.704 -4.042 3.617
H 5.722 -3.975 1.369
H 4.931 -2.345 -0.300
H 2.129 -0.797 2.564
H 2.925 -2.433 4.220
H 3.657 -0.451 -1.482
H 5.321 1.369 -0.377
H 6.026 3.538 0.536
H 4.451 4.902 1.866
H 2.157 4.081 2.282
H 1.433 1.922 1.339
C -2.918 3.462 2.793
C -3.905 3.013 1.924
C -3.627 2.005 1.010
C -2.349 1.445 0.937
C -1.377 1.892 1.834
C -1.655 2.891 2.760
Ge -1.953 -0.006 -0.301
C -2.628 0.306 -2.104
C -2.249 -0.556 -3.135
C -2.707 -0.371 -4.429
C -3.556 0.690 -4.719
C -3.923 1.571 -3.714
C -3.452 1.387 -2.418
C -2.845 -1.581 0.410
C -4.071 -1.994 -0.108
C -4.724 -3.100 0.426
C -4.154 -3.806 1.476
C -2.933 -3.401 2.003
C -2.286 -2.295 1.472
H -3.140 4.247 3.505
H -4.898 3.441 1.967
H -4.422 1.643 0.368
H -0.393 1.432 1.830
H -0.895 3.208 3.464
H -1.576 -1.378 -2.930
H -2.398 -1.048 -5.216
H -3.920 0.834 -5.728
H -4.580 2.402 -3.936
H -3.731 2.103 -1.655
H -4.514 -1.465 -0.944
H -5.680 -3.408 0.023
H -4.662 -4.668 1.888
H -2.490 -3.949 2.825
H -1.339 -1.976 1.897
C -0.084 4.650 -0.187
N 0.022 3.285 -0.667
C 0.811 2.899 -1.648
N 1.519 3.821 -2.300
S 0.931 1.260 -2.190
H -0.729 4.649 0.688
H -0.531 5.299 -0.943
H 0.895 5.036 0.104
H -0.521 2.568 -0.212
H 1.509 4.791 -2.038
H 2.133 3.530 -3.040
C 0.971 -3.909 0.614
As 0.412 -2.775 -0.851
C -1.105 -3.801 -1.470
C 1.776 -3.206 -2.152
H 1.185 -4.902 0.217
H 0.168 -3.980 1.346
H 1.860 -3.506 1.082
H -0.769 -4.837 -1.483
H -1.411 -3.499 -2.469
H -1.942 -3.692 -0.787
H 1.722 -4.267 -2.392
H 2.746 -2.980 -1.711
H 1.652 -2.616 -3.058
*
```

Calculated values
HOMO-LUMO gap (alpha / beta) = 6.8 / 6.5 eV
LUMO (alpha / beta) = -0.114 / -0.172 Eh
relative energy (zero: lowest compared OMol25 entry of this formula, charge and spin) = 0.705 eV


Below is 6 unconnected molecules or ions with the total composition H12O6, with properties calculated with wB97M-V/def2-TZVPD.

Geometry as ORCA input:
```
! RIJCOSX wB97M-V def2-TZVPD def2/J DEFGRID3
* xyz 0 1
O -9.502 23.346 -1.218
H -10.391 23.417 -0.868
H -9.489 22.503 -1.670
O -7.101 20.889 -1.255
H -7.110 20.174 -1.891
H -7.850 20.714 -0.686
O -6.489 21.068 -7.758
H -5.972 20.584 -8.401
H -5.858 21.644 -7.326
O -9.564 21.334 -3.921
H -10.284 20.716 -4.050
H -9.719 22.021 -4.570
O -6.412 23.899 -5.947
H -6.731 23.232 -5.340
H -5.645 24.271 -5.513
O -6.963 21.892 -4.227
H -7.813 21.959 -3.792
H -7.022 21.092 -4.748
*
```

Calculated values
structure (SMILES) = O.O.O.O.O.O
HOMO-LUMO gap = 10.8 eV
LUMO = 0.004 Eh
relative energy (zero: lowest compared OMol25 entry of this formula, charge and spin) = 1.401 eV


Below is a molecular structure, C21H38NO8Zn, with properties calculated with wB97M-V/def2-TZVPD.

Geometry as ORCA input:
```
! RIJCOSX wB97M-V def2-TZVPD def2/J DEFGRID3
* xyz -1 1
Zn -0.467 0.896 -0.634
C 2.015 -0.532 3.211
C 1.740 -1.564 2.041
C 2.239 -2.972 2.545
C 1.231 -3.518 3.501
C -0.116 -3.767 2.946
C -0.714 -2.365 2.370
N 0.292 -1.599 1.524
O -0.175 -0.298 1.136
C -1.191 -1.570 3.614
C -1.804 -2.677 1.408
C 2.754 -1.162 0.945
H 1.598 -0.884 4.155
H 1.412 0.364 3.061
H 3.047 -0.251 3.418
H 3.252 -2.943 2.946
H 2.166 -3.726 1.761
H 1.421 -2.907 4.383
H 1.582 -4.473 3.892
H -0.790 -4.157 3.708
H 0.150 -4.504 2.188
H -2.037 -2.041 4.114
H -1.566 -0.613 3.251
H -0.399 -1.310 4.316
H -1.402 -3.261 0.580
H -2.351 -1.792 1.081
H -2.534 -3.365 1.835
H 2.628 -0.112 0.679
H 2.675 -1.738 0.024
H 3.713 -1.272 1.453
C -2.865 4.391 -0.280
C -2.147 3.339 -0.673
C -1.696 3.151 -2.097
O -0.956 2.133 -2.423
C -1.906 4.015 -3.132
C -2.606 5.201 -2.818
C -3.098 5.449 -1.283
O -3.603 6.574 -1.090
O -2.863 6.082 -3.612
O -1.772 2.526 0.305
H -3.128 4.526 0.758
H -1.406 3.792 -4.063
C 3.399 2.521 -0.500
C 2.047 2.750 -0.989
O 1.147 2.054 -0.070
H 3.385 2.159 0.528
H 4.010 3.425 -0.512
H 3.903 1.746 -1.077
H 1.884 2.506 -2.039
H 1.858 3.817 -0.876
H 1.222 2.538 0.756
C 1.348 -0.324 -3.797
C 1.806 -0.877 -2.449
O 0.768 -0.547 -1.552
H 1.206 0.726 -3.540
H 0.462 -0.840 -4.166
H 2.076 -0.384 -4.606
H 2.724 -0.400 -2.104
H 2.035 -1.941 -2.397
H 0.725 -1.265 -0.916
C -3.598 -0.944 -2.920
C -2.259 -1.210 -2.211
O -2.111 -0.232 -1.132
H -3.971 -1.929 -3.199
H -3.632 -0.293 -3.793
H -4.179 -0.378 -2.191
H -1.500 -1.236 -2.993
H -2.218 -2.201 -1.760
H -2.862 -0.310 -0.540
*
```

Calculated values
HOMO-LUMO gap = 6.2 eV
LUMO = 0.083 Eh
relative energy (zero: lowest compared OMol25 entry of this formula, charge and spin) = 2.866 eV


What electronic energy values result from the calculations? In sequence: -59429.69960, -162564.12893, -114290.21728, -11421.79310, -7255.10263, -179251.04551, -12479.71278, -88679.53031 eV.
What largest force on an atom values result from the calculations? In sequence: 0.99, 3.05, 3.11, 2.30, 0.56, 1.13, 1.04, 3.81 eV Å⁻¹.